[1]
{
  "formula": "C23H49ClN3O10S5",
  "method": "ωB97M-V/def2-TZVPD",
  "elements": ["Cl", "O", "O", "O", "O", "C", "O", "H", "H", "H", "H", "N", "C", "C", "C", "C", "H", "H", "H", "H", "H", "N", "C", "C", "C", "C", "H", "H", "H", "H", "H", "N", "C", "C", "C", "C", "H", "H", "H", "H", "H", "C", "S", "O", "C", "H", "H", "H", "H", "H", "H", "C", "S", "O", "C", "H", "H", "H", "H", "H", "H", "C", "S", "O", "C", "H", "H", "H", "H", "H", "H", "C", "S", "O", "C", "H", "H", "H", "H", "H", "H", "C", "S", "O", "C", "H", "H", "H", "H", "H", "H"],
  "positions_angstrom": [[-12.78, 16.73, -1.78], [-12.04, 15.63, -2.32], [-14.19, 16.55, -1.99], [-12.55, 16.91, -0.38], [-12.35, 17.90, -2.48], [-9.67, 20.58, -0.14], [-10.85, 20.40, -0.93], [-8.92, 20.93, -0.85], [-9.79, 21.39, 0.58], [-9.46, 19.62, 0.33], [-11.09, 19.49, -1.10], [-7.00, 18.02, -1.18], [-7.75, 17.97, -2.32], [-8.76, 17.05, -2.12], [-8.75, 16.66, -0.76], [-7.67, 17.37, -0.16], [-6.09, 18.45, -1.12], [-7.56, 18.52, -3.23], [-9.50, 16.62, -2.78], [-9.40, 16.01, -0.20], [-7.17, 17.32, 0.80], [-13.21, 12.15, -2.68], [-13.54, 10.82, -2.80], [-14.37, 10.75, -3.87], [-14.53, 12.04, -4.43], [-13.69, 12.89, -3.64], [-12.72, 12.60, -1.91], [-13.23, 10.08, -2.08], [-14.85, 9.87, -4.28], [-15.19, 12.39, -5.21], [-13.59, 13.96, -3.63], [-11.60, 13.55, -0.11], [-12.87, 13.54, 0.41], [-13.14, 12.30, 0.92], [-12.05, 11.48, 0.58], [-11.05, 12.30, 0.16], [-11.05, 14.37, -0.33], [-13.50, 14.42, 0.47], [-14.06, 11.98, 1.38], [-11.91, 10.42, 0.78], [-10.01, 12.09, -0.05], [-13.36, 21.90, 2.41], [-14.62, 20.54, 2.57], [-15.95, 21.00, 2.02], [-14.09, 19.29, 1.31], [-13.56, 22.68, 3.15], [-13.27, 22.42, 1.46], [-12.42, 21.43, 2.68], [-14.68, 18.37, 1.30], [-13.02, 19.10, 1.34], [-14.32, 19.73, 0.35], [-14.88, 18.45, -5.65], [-16.34, 17.91, -4.66], [-17.50, 18.44, -5.51], [-16.17, 16.12, -5.05], [-14.73, 19.53, -5.67], [-15.00, 17.95, -6.61], [-13.97, 18.04, -5.20], [-15.59, 15.96, -5.96], [-17.22, 15.84, -5.05], [-15.82, 15.53, -4.20], [-10.64, 22.12, -6.30], [-11.99, 22.07, -5.05], [-13.28, 22.19, -5.75], [-11.84, 20.31, -4.59], [-10.65, 21.21, -6.89], [-9.65, 22.18, -5.83], [-10.80, 23.06, -6.83], [-12.65, 20.01, -3.93], [-10.88, 20.29, -4.08], [-11.80, 19.60, -5.42], [-9.49, 15.37, -8.26], [-9.95, 16.72, -7.21], [-10.79, 17.71, -7.93], [-10.88, 15.89, -5.89], [-8.85, 14.69, -7.69], [-8.93, 15.78, -9.09], [-10.35, 14.78, -8.57], [-10.16, 15.30, -5.33], [-11.64, 15.21, -6.28], [-11.38, 16.48, -5.12], [-18.04, 16.23, -1.46], [-18.19, 16.85, 0.29], [-19.38, 16.10, 0.85], [-16.71, 15.98, 0.96], [-18.38, 15.19, -1.38], [-17.05, 16.31, -1.90], [-18.66, 16.63, -2.26], [-15.88, 16.42, 0.41], [-16.80, 14.90, 1.09], [-16.63, 16.39, 1.97]],
  "e_homo_ev": -5.926,
  "orbital_gap_ev": 7.89,
  "total_charge": -1,
  "spin_multiplicity": 1,
  "e_above_lowest_ev": 2.633,
  "e_lumo_ev": 1.96
}



[2]
{
  "formula": "C4H6HgO3",
  "method": "ωB97M-V/def2-TZVPD",
  "elements": ["C", "C", "O", "Hg", "H", "H", "H", "C", "O", "O", "C", "H", "H", "H"],
  "positions_angstrom": [[-0.50, -1.10, 0.09], [-2.04, -1.29, 0.08], [-1.35, -0.24, 0.73], [-1.64, 1.75, 2.17], [0.08, -1.81, 0.70], [-2.39, -2.07, 0.76], [-2.65, -0.96, -0.76], [2.09, 2.13, 0.65], [1.35, 2.72, 1.31], [2.38, 1.19, 0.01], [1.11, 0.01, -1.11], [1.81, -0.82, -0.92], [0.36, -0.27, -1.85], [1.39, 0.76, -1.85]],
  "e_homo_ev": [-18.819, -20.208],
  "orbital_gap_ev": [7.99, 7.93],
  "total_charge": 2,
  "spin_multiplicity": 3,
  "e_lumo_ev": [-10.83, -12.27]
}



[3]
{
  "formula": "H26O13",
  "method": "ωB97M-V/def2-TZVPD",
  "elements": ["H", "H", "H", "H", "H", "H", "H", "H", "H", "H", "H", "H", "H", "H", "H", "H", "H", "H", "H", "H", "H", "H", "H", "H", "H", "H", "O", "O", "O", "O", "O", "O", "O", "O", "O", "O", "O", "O", "O"],
  "positions_angstrom": [[-0.90, 0.05, 0.55], [-2.40, -0.11, 0.42], [-2.12, -1.08, 2.59], [-3.55, -1.55, 2.39], [-3.79, -3.09, 0.09], [-4.28, -1.85, 0.81], [-1.73, 2.02, 0.56], [-1.50, 3.24, 1.44], [0.92, 0.02, -0.13], [2.00, 0.44, 0.86], [1.64, -1.37, -0.98], [1.42, -2.26, -2.19], [1.78, -1.93, 2.24], [1.95, -1.31, 0.87], [-0.19, 0.59, -1.48], [-0.26, 1.33, -2.81], [1.14, -0.02, 2.39], [0.39, 1.05, 1.62], [0.87, 0.15, -3.13], [2.14, 0.83, -2.64], [-1.34, 3.09, -1.52], [-0.92, 3.08, -2.98], [2.32, 2.50, -0.09], [3.36, 2.46, 1.02], [1.59, -4.01, -0.80], [0.42, -3.07, -1.09], [-1.73, 0.25, 1.00], [-3.03, -0.83, 2.77], [-3.68, -2.60, 0.91], [-1.44, 2.28, 1.45], [1.80, 0.43, -0.08], [1.96, -2.18, -1.40], [2.16, -1.17, 1.80], [0.13, 1.38, -1.93], [0.40, 0.59, 2.47], [1.81, 0.00, -3.00], [-0.67, 3.43, -2.12], [2.69, 3.03, 0.63], [0.68, -3.82, -0.54]],
  "e_homo_ev": -10.299,
  "orbital_gap_ev": 9.22,
  "total_charge": 0,
  "spin_multiplicity": 1,
  "e_above_lowest_ev": 7.874,
  "e_lumo_ev": -1.08
}



[4]
{
  "formula": "C2H3FN4S",
  "method": "ωB97M-V/def2-TZVPD",
  "elements": ["C", "C", "H", "H", "H", "N", "N", "N", "N", "F", "S"],
  "positions_angstrom": [[-1.61, -0.16, -0.19], [-0.42, 0.69, -0.03], [2.85, 0.27, 0.70], [0.28, -2.33, 0.43], [0.60, 2.37, 0.02], [0.59, -0.27, 0.30], [0.04, -1.52, -0.13], [-1.34, -1.40, -0.22], [-0.36, 1.95, -0.02], [-2.78, 0.36, -0.40], [2.17, 0.04, -0.47]],
  "e_homo_ev": -8.930,
  "orbital_gap_ev": 9.08,
  "total_charge": 0,
  "spin_multiplicity": 1,
  "e_above_lowest_ev": 0.190,
  "e_lumo_ev": 0.15
}



[5]
{
  "formula": "C9H20Br3CuN",
  "method": "ωB97M-V/def2-TZVPD",
  "elements": ["Cu", "C", "C", "C", "N", "C", "C", "C", "C", "C", "C", "H", "H", "H", "H", "H", "H", "H", "H", "H", "H", "H", "H", "H", "H", "H", "H", "H", "H", "H", "H", "Br", "Br", "Br"],
  "positions_angstrom": [[-2.07, 2.08, -3.97], [3.21, -1.39, 2.80], [1.97, -0.54, 2.36], [1.58, -0.97, 0.94], [0.35, -0.19, 0.29], [-0.91, -0.47, 1.18], [-2.22, -0.09, 0.48], [-2.31, -0.68, -0.96], [-1.10, -0.15, -1.77], [0.23, -0.59, -1.19], [0.57, 1.37, 0.38], [4.07, -1.15, 2.18], [3.04, -2.46, 2.72], [3.63, -1.18, 3.78], [2.27, 0.51, 2.38], [1.26, -0.63, 3.19], [1.35, -2.03, 0.97], [2.31, -0.79, 0.16], [-0.78, -1.54, 1.39], [-0.79, 0.10, 2.11], [-3.06, -0.40, 1.09], [-2.15, 0.99, 0.35], [-2.22, -1.77, -0.88], [-3.26, -0.52, -1.45], [-1.24, -0.45, -2.81], [-1.16, 0.94, -1.85], [0.39, -1.66, -1.24], [1.01, -0.18, -1.83], [0.57, 1.63, 1.43], [-0.27, 1.95, -0.01], [1.51, 1.47, -0.15], [-2.96, 3.27, -1.55], [-3.50, 3.55, -6.12], [0.69, 1.98, -4.42]],
  "e_homo_ev": [-8.315, -8.271],
  "orbital_gap_ev": [8.15, 4.93],
  "total_charge": 0,
  "spin_multiplicity": 2,
  "e_above_lowest_ev": 0.000,
  "e_lumo_ev": [-0.16, -3.34]
}



| no. | molecular weight (g/mol) |
| --- | --- |
| 1 | 723.44 |
| 2 | 302.68 |
| 3 | 234.19 |
| 4 | 134.14 |
| 5 | 445.52 |